# 1
# C7H9NO3S

An isolated molecule of C7H9NO3S in a non-equilibrium geometry (the ωB97M-V functional and the def2-TZVPD basis, the OMol25 dataset).

XYZ file:
```
21
Properties=species:S:1:pos:R:3
S 0.0472 0.6873 -1.3982
O 0.1362 -2.7013 -1.8537
O -1.4293 -1.5115 -2.9543
O 0.0225 1.6456 1.0704
N -2.2777 -0.7543 -0.3336
C -0.9994 -1.0764 -0.6330
C -0.1592 -1.5063 0.5828
C 0.8394 2.1452 2.0118
C 2.1504 2.1551 1.5863
C 2.1452 1.6283 0.2688
C 0.8213 1.2638 0.0041
C -0.7002 -1.8411 -1.8880
H 0.4503 2.3127 2.9465
H -3.0975 -0.7711 -1.0525
H 3.0480 1.5664 -0.2950
H -2.4646 -0.3969 0.4916
H 3.0763 2.4438 1.9995
H 0.9142 -1.4135 0.3291
H -0.4933 -0.7470 1.3665
H -1.6778 -0.6177 -2.8943
H -0.3522 -2.5112 0.6449
```

As for the spin multiplicity: 1. Its total charge is 0. The value obtained for the molar mass is 187.220 g mol⁻¹. As for the highest occupied orbital energy: -7.92 eV. The energy relative to the best compared isomer or geometry (same formula, charge and spin) is 38.3 kcal/mol. The value obtained for the largest force on an atom is 7.2 eV Å⁻¹. As for the LUMO energy: 0.01076 Ha. Its SMILES is C[C@@](N)(Sc1ccco1)C(=O)O.

=====

# 2
# C7H9NO5S2

A cluster of 2 separate species, C7H9NO5S2 in total in a non-equilibrium geometry (the ωB97M-V functional and the def2-TZVPD basis, the OMol25 dataset).

XYZ file:
```
24
Properties=species:S:1:pos:R:3
S 1.2427 1.5227 0.2881
S 2.7900 -1.0542 0.9573
O 0.6238 2.0620 -0.8842
O 0.1275 -0.9270 -0.1599
O -1.1201 -1.7896 1.3029
O 2.1722 2.7068 0.7483
O 0.4771 1.1252 1.4356
N -0.9136 -0.9978 0.4402
C -2.1595 0.7803 -0.8882
C -2.0436 -0.0333 0.1478
C 4.1342 -0.8638 -1.1794
C 2.4126 0.2244 -0.0632
C -3.1016 -0.0890 1.1659
C 4.0459 -1.6723 -0.0933
C 3.2941 0.2320 -1.1301
H -3.8916 0.6822 0.9393
H 2.0067 3.3209 0.0188
H -1.3732 0.8556 -1.7271
H 4.8446 -0.9768 -1.9650
H 4.4560 -2.6616 -0.0481
H 3.5062 1.1852 -1.6668
H -2.7919 0.1955 2.3019
H -3.1511 1.2692 -0.9786
H -3.5469 -1.1290 1.1491
```

As for the spin multiplicity: 1. Its total charge is 0. The value obtained for the molar mass is 251.285 g mol⁻¹. As for the highest occupied orbital energy: -9.40 eV. The energy relative to the best compared isomer or geometry (same formula, charge and spin) is 9.9 kcal/mol. The value obtained for the largest force on an atom is 3.2 eV Å⁻¹. As for the LUMO energy: -0.00269 Ha. Its SMILES is C=C(C)[N+](=O)[O-].O=S(=O)(O)c1cccs1.

=====

# 3
# C80H180AsF6P5

A structure of composition C80H180AsF6P5 in a non-equilibrium geometry (the ωB97M-V functional and the def2-TZVPD basis, the OMol25 dataset).

XYZ file:
```
272
Properties=species:S:1:pos:R:3
As -0.3116 -3.5681 1.7593
P -3.2944 -5.0542 -3.0930
P -4.4264 -1.3085 2.8729
P 2.7437 6.9387 3.1879
P 0.4864 0.1938 -6.8195
P 4.5914 -0.3582 3.6981
F -1.4729 -3.1676 3.0598
F -0.1526 -5.2414 2.4604
F 0.9838 -2.8956 2.8070
F -0.6128 -1.9763 0.9993
F -1.6376 -4.2233 0.7256
F 0.8522 -3.9749 0.4806
C 0.3841 -1.6437 -7.0471
C -1.1986 1.7824 -10.4236
C -6.6118 -5.8702 -5.4624
C 0.7728 0.7013 6.4929
C 1.0993 4.8730 2.0696
C 1.4631 8.6122 5.1703
C -3.1763 -2.5125 -8.3373
C -8.0026 -5.1934 -5.5375
C -0.5555 -4.7813 -2.3351
C -1.6874 -2.5513 -8.3176
C 3.4544 2.9932 -6.2115
C 2.1765 2.4162 -6.7668
C -3.4883 0.4529 -0.8035
C 4.9170 5.1989 3.7897
C 6.8244 0.7144 5.1436
C 5.2071 -1.7725 1.3088
C 4.1847 -0.7748 2.0254
C 4.8806 -2.0018 4.5051
C -3.2338 -1.7560 6.3222
C 0.0038 0.5744 -5.1170
C -3.6195 -0.4787 5.5202
C -7.0969 3.3378 2.1491
C 1.6212 0.5153 -1.5760
C -2.9507 -7.2509 -1.3269
C -0.2890 0.9008 -9.4781
C 3.8657 -3.1845 4.2235
C 2.9534 -5.5143 4.7139
C -6.0089 -0.3858 2.9391
C -2.8275 1.8348 -1.1670
C 8.8484 1.1949 6.5550
C 3.2143 0.6076 4.4899
C 6.8975 5.9699 5.4678
C -4.9249 -1.5235 -4.2264
C -3.2697 -6.0252 3.2561
C -4.6925 -5.5747 2.9667
C 0.4232 0.2465 -2.5539
C 1.2979 7.4770 4.1810
C -3.6980 -5.9385 -1.5582
C 4.6899 8.2155 1.6582
C 0.6635 0.8417 4.9698
C -4.8065 -4.1597 2.3896
C 5.0216 9.2975 0.5961
C -3.7299 -3.2891 -2.6886
C 6.1975 0.5714 3.7808
C 0.9036 0.1807 -4.0091
C -4.5479 -0.1707 -5.0236
C -3.7320 -1.2493 1.1450
C -4.3332 -5.6206 -4.5269
C 1.0974 3.6867 1.1151
C 6.1210 4.8487 4.7440
C 1.7712 0.0172 4.2304
C -7.3350 1.8267 2.4500
C 3.3900 8.4980 2.4491
C 3.6586 -2.6380 -0.5209
C 4.1755 9.3736 -0.6703
C 2.2401 5.7976 1.7902
C -3.4795 -8.0060 -0.1356
C -3.3114 -0.3785 3.9743
C -0.1719 2.8978 1.1419
C -4.5844 -3.0537 3.4149
C 8.2550 1.2754 5.1768
C 0.2560 9.9148 6.9587
C -1.4947 -5.2593 -3.4972
C -5.8003 -5.4143 -4.2245
C -1.2073 3.3294 -10.4192
C 1.3481 -4.3702 -4.0327
C 2.1158 0.8528 -7.0527
C -3.1142 0.0884 0.6801
C 0.9181 -4.9546 -2.6472
C 4.6205 3.1587 -7.2540
C -1.0751 -2.2021 -6.9486
C 0.0961 8.9593 5.7158
C 3.8793 6.1629 4.3639
C -6.0789 0.9508 2.1757
C 4.1132 -4.5669 5.1014
C -0.6980 1.0915 -7.9670
C -3.6495 -2.2475 -3.7798
C 4.9379 -1.8901 -0.2053
C -2.5502 -9.1307 0.3293
C -1.6833 -2.2085 6.2785
H 0.9262 6.6041 4.7176
H 1.1808 4.0990 0.1095
H 5.5199 8.0793 2.3516
H -5.0818 -6.4048 2.3773
H 4.0336 0.2332 1.6390
H -3.1115 0.3838 5.9516
H -7.8804 4.0077 2.5033
H 5.0012 -1.9739 5.5881
H 6.1621 -1.2782 1.1306
H 1.5731 0.1388 3.1655
H -0.1079 1.1608 6.9417
H -0.7008 -3.7191 -2.1384
H -4.5421 -1.4968 0.4589
H 2.8267 -2.1781 0.0125
H -6.8320 3.6904 1.1523
H -1.7371 0.7950 -7.8238
H -8.2402 1.4667 1.9609
H 1.6541 1.1792 6.9208
H 4.1941 3.3218 -8.2437
H 3.5737 0.6353 5.5185
H -8.5954 -5.2065 -4.6228
H -4.4995 -8.3817 -0.2160
H 4.2394 7.0931 4.8035
H 3.8425 -3.3616 3.1482
H -2.7356 -5.4033 3.9745
H -6.1273 -5.6999 -6.4239
H 4.0625 -4.3730 6.1728
H -0.7120 2.1617 -7.7606
H 1.2825 -0.8278 -4.1753
H 2.8385 -2.8392 4.3406
H -3.4464 -5.2990 -0.7122
H -4.5774 0.4906 -0.8247
H 1.9162 3.0128 1.3672
H -2.8627 -7.9470 -2.1609
H -1.7981 3.6410 -11.2806
H -3.1816 -2.9930 -1.7943
H 3.5688 9.1349 3.3154
H 0.6209 7.7866 3.3848
H 3.1896 5.3489 1.4981
H -5.2132 1.4804 2.5732
H 1.9458 -5.1295 4.8715
H -1.5489 3.7529 -9.4747
H 0.7811 1.0862 -9.5713
H -7.5749 1.7784 3.5122
H -0.0936 1.6596 -5.0865
H -1.4868 -2.8703 5.4350
H -4.6469 -0.2657 5.8155
H 0.8301 -0.3484 6.7809
H -0.3241 1.0273 -2.4126
H 3.0043 -5.8719 3.6855
H -4.0603 -6.6524 -4.7480
H -4.1218 -3.8899 1.5855
H 1.7929 0.8064 -4.0839
H -0.5240 -0.1417 -9.6927
H -6.7458 -6.9517 -5.4436
H -0.4203 8.0228 5.9265
H 1.2199 -5.9662 -2.3759
H -5.4597 -1.3627 -3.2904
H 9.7642 1.7862 6.5600
H -0.5939 9.2740 4.9329
H 5.8166 -2.3707 -0.6356
H -2.9501 -1.4731 -3.4649
H 1.6994 -1.0010 4.6129
H -1.5539 -8.8323 0.6554
H -5.2085 -5.6326 3.9250
H 6.3330 6.1900 6.3739
H 6.8530 4.2414 4.2115
H -1.9229 -7.0068 -1.0583
H 5.0879 -4.9770 4.8370
H -4.0243 -5.0387 -5.3953
H -3.6405 -3.2349 3.9290
H -2.3383 -0.7483 3.6512
H -0.1916 2.2474 2.0163
H -8.6388 -5.8683 -6.1101
H -3.3821 0.8862 1.3728
H 4.5187 10.0960 -1.4109
H 1.8407 9.4950 4.6543
H 4.9396 -0.9189 -0.7003
H 5.7306 4.0447 5.3680
H 0.7889 -2.0078 -7.9915
H -2.0508 -0.1465 0.7261
H -6.1948 3.6027 2.7006
H 2.4038 -4.5558 -4.2303
H 9.0167 0.1261 6.6865
H 7.8593 5.5691 5.7876
H 0.8089 1.8897 4.7079
H -4.7622 -3.3688 -2.3479
H -1.3635 -2.8383 7.1087
H 8.7782 0.5636 4.5382
H 4.6267 7.3036 1.0644
H 0.8654 10.7722 6.6731
H -5.7661 0.8850 1.1337
H -0.9993 0.1620 -5.0089
H -6.6972 -1.0378 2.4013
H -3.4200 2.5979 -0.6623
H 3.4059 -2.4302 -1.5606
H -3.3836 -1.4738 7.3644
H 5.2706 4.0095 -7.0499
H 7.0845 6.8287 4.8231
H -5.3236 -3.0466 4.2159
H -0.7008 10.3244 7.2826
H -1.3556 -4.7903 -4.4712
H -5.4936 0.2453 -5.3711
H -5.5139 -2.2807 -4.7439
H 2.0833 2.9803 -7.6948
H -2.1988 1.3552 -10.3520
H -5.7821 -4.0767 1.9106
H 5.4672 5.7135 3.0019
H -2.4557 -9.8999 -0.4372
H 3.2220 5.6998 5.0997
H 5.9779 1.4988 3.2518
H 8.1529 1.5942 7.2932
H -3.2141 -0.3463 -1.4922
H 2.6777 0.2457 -6.3430
H 0.7040 -4.6700 -4.8595
H 2.5529 0.4148 -7.9500
H -3.9377 -2.5466 6.0625
H -3.0276 -2.0701 1.0104
H -0.1081 2.0834 0.4203
H -0.0545 -0.6709 -2.2099
H 5.4541 -2.6697 1.8764
H 2.4909 8.8700 1.9580
H -0.2431 3.7711 -10.6707
H -0.9524 -3.1401 -6.4071
H 1.2084 -3.2892 -4.0437
H -0.9342 1.4533 -11.4286
H 2.0715 6.4280 0.9172
H 3.7838 -3.7089 -0.3610
H 3.2025 9.7109 -0.3132
H 0.7272 9.4507 7.8251
H 2.2417 -0.3711 -1.4442
H -3.5976 -3.0725 -9.1721
H 1.5582 -4.3397 -2.0147
H 1.0610 -1.9338 -6.2435
H -6.2847 -0.2924 3.9895
H -2.8484 2.0701 -2.2311
H 4.9350 10.2702 1.0805
H -3.5205 -2.8963 -7.3769
H -2.7163 -6.0809 2.3186
H -1.7852 1.8362 -0.8480
H -0.8163 -5.2838 -1.4037
H -3.7529 -0.2255 -5.7673
H -3.7023 -7.4244 0.7589
H 3.1960 1.6204 4.0872
H -7.9406 -4.1953 -5.9711
H 3.2020 -1.2448 2.0620
H 4.1733 8.3931 -1.1465
H 8.2812 2.2887 4.7760
H -6.0264 -4.3528 -4.1235
H -1.3748 -3.5291 -8.6841
H 6.0654 9.1116 0.3431
H -6.0643 -5.8978 -3.2839
H -1.7460 -1.6509 -6.2897
H -1.4268 -6.3381 -3.6380
H -3.5185 -1.4802 -8.4102
H 1.4156 0.8588 -0.5621
H -3.3725 0.6749 3.7007
H 5.9122 -2.1711 4.1964
H 1.3248 2.8418 -6.2361
H -4.7633 -6.1254 -1.4227
H 1.1893 4.5402 3.1037
H -4.2191 0.5185 -4.2457
H 6.8143 -0.0161 3.1007
H 6.8119 -0.2525 5.6467
H -1.0372 -1.3341 6.2013
H -2.8632 -9.6605 1.2290
H 0.2015 5.4553 1.8629
H -3.2812 -7.0508 3.6251
H 6.1399 1.3457 5.7101
H 3.8821 2.4246 -5.3857
H 4.4542 4.2932 3.3978
H -3.2403 -2.5703 -4.7371
H 2.3532 1.2629 -1.8814
H 3.1534 -6.4214 5.2842
H 5.2525 2.2881 -7.4294
H 2.1300 8.3620 5.9953
H -0.3456 0.6765 4.5921
H 3.2110 3.9383 -5.7262
H -1.0978 3.4424 0.9569
H -1.2914 -1.8504 -9.0525
```

As for the spin multiplicity: 1. Its total charge is +4. The value obtained for the molar mass is 1486.100 g mol⁻¹. As for the highest occupied orbital energy: -17.00 eV. The energy relative to the best compared isomer or geometry (same formula, charge and spin) is 54.9 kcal/mol. The value obtained for the largest force on an atom is 3.4 eV Å⁻¹. As for the LUMO energy: -0.24114 Ha.